1.
The following is a quantum chemistry calculation of a cluster of 2 separate species, H4N2S3 in total in a non-equilibrium geometry, from the OMol25 dataset.

Last column: natural (NBO) charge in e.
Element x y z (Å)
S -1.3812 0.4356 -0.3321  0.15
S 1.9793 0.4960 -0.8701  0.20
S 0.5527 1.8260 1.2757  0.21
N -1.5302 -1.3027 -0.4304  -1.01
N 1.8134 0.9536 0.6423  -0.79
H -1.7985 -1.8341 -1.2461  0.38
H 2.4155 0.5339 1.2948  0.40
H -2.0662 -1.5715 0.3940  0.37
H 0.0151 0.4632 -0.7281  0.09

The SMILES is S=[NH+][S-].NS. The energy above the lowest of the compared OMol25 structures with the same formula, charge and spin is 64.43 kJ/mol. The maximum force comes out at 2.54 eV Å⁻¹. Its spin multiplicity is 1.

---

2.
The following is a quantum chemistry calculation of an isolated molecule of C5H9NO, from the OMol25 dataset.

Last column: natural (NBO) charge in e.
Element x y z (Å)
O 1.6556 -2.1110 -0.6956  -0.52
N -1.0676 0.9901 -0.8049  -0.56
C -0.0142 0.0065 -0.9922  -0.25
C -1.9998 0.9021 0.1103  0.11
C 1.2671 0.2025 -0.1956  -0.53
C -1.6409 0.1415 1.3639  -0.77
C 2.0523 -1.0870 -0.1879  0.44
H -0.7877 0.6539 1.8270  0.22
H -0.4750 -0.9435 -0.7169  0.22
H 1.0716 0.4735 0.8505  0.24
H -1.4045 -0.9301 1.3576  0.22
H -2.4929 0.2767 2.0189  0.23
H -1.2982 1.5482 -1.6202  0.39
H 1.9005 1.0089 -0.5886  0.23
H 3.0307 -1.0609 0.3314  0.11
H 0.2030 -0.0714 -2.0575  0.21

The energy above the lowest of the compared OMol25 structures with the same formula, charge and spin is 335.97 kJ/mol. The maximum force comes out at 0.99 eV Å⁻¹. Its spin multiplicity is 1.

---

3.
The following is a quantum chemistry calculation of a cluster of 2 separate species, C38H64BrClF2N4O6P2Si in total in a non-equilibrium geometry, from the OMol25 dataset.

Last column: Mulliken charge in e.
Element x y z (Å)
Br -0.6235 -2.2689 -0.1769  0.03
Cl 2.7484 -3.8248 -3.4971  -0.21
P 1.6974 -3.8639 1.9658  0.91
P 4.5103 0.9484 0.6638  -0.58
Si -1.3414 4.7422 2.1158  0.15
F -0.3438 0.8061 3.1318  -0.23
F 1.1583 1.0539 4.7151  -0.35
O 2.5301 -4.5133 3.0077  -0.83
O 7.4229 -3.5480 0.5743  -0.54
O -3.6799 -0.4993 -2.3794  -0.44
O 6.9343 -3.8698 2.7406  -0.49
O 0.1667 -3.9322 2.5293  -0.59
O 1.8568 -4.7278 0.6167  -0.47
N -4.3420 -1.5283 -2.9672  0.18
N 3.2646 -0.2203 1.0203  0.89
N 1.2429 -0.9804 1.6262  0.59
N 1.9327 1.1904 2.5775  0.75
C -6.2946 -2.9699 -3.1095  -1.53
C 3.8833 2.3448 -0.4016  -0.50
C -5.4801 -2.1903 -0.9228  -1.84
C 6.2635 -1.7117 1.9457  -0.25
C -0.1496 0.4738 0.0996  0.91
C 4.2317 -2.3015 0.0722  -1.82
C 2.5016 -1.7041 4.6234  -0.45
C -5.6588 -1.7689 -2.3874  1.81
C 3.7475 -3.7736 -1.9754  -0.72
C 2.2999 -1.8341 3.4427  -1.76
C -4.1302 4.0980 1.5031  -0.40
C -5.1516 3.4198 0.7988  -0.82
C -5.4158 -1.8140 -5.2120  -1.40
C 0.6751 -0.8589 0.2857  -0.28
C 6.8301 1.7484 2.1906  -1.14
C -3.5272 2.2565 -0.5817  -0.03
C -4.1094 -1.6473 -4.4166  1.60
C 2.2194 -2.0781 1.9079  2.00
C -2.5059 2.9470 0.1114  0.28
C 5.2529 1.7480 2.1851  -0.51
C -6.6189 -0.5695 -2.4273  -0.97
C 0.5152 2.9833 3.5567  -1.37
C -4.8804 2.4805 -0.2382  -0.60
C 3.2327 -2.5862 -1.0967  -0.62
C 3.6674 -1.6488 1.3564  1.04
C 0.7919 1.4566 3.4216  0.91
C -0.6852 0.4348 -1.4003  -1.45
C -1.0595 6.3900 1.1927  -1.16
C 6.8981 -3.1320 1.8007  0.08
C 2.8405 1.9131 -1.4945  -1.32
C 0.2602 3.6889 2.1825  1.35
C -2.7519 3.8668 1.1779  0.87
C 2.1570 0.1398 1.8051  -1.88
C -2.0180 5.2018 3.8293  -1.15
C -3.3594 -0.4828 -5.0686  -1.79
C -3.2409 -2.9086 -4.5872  -1.67
C -6.4084 -2.8191 -4.6293  -0.61
C 4.7845 -1.7457 2.4750  -1.17
H 7.2111 1.6191 1.1607  0.30
H 4.7852 2.8066 -0.8595  0.50
H -3.7348 -3.7990 -4.1932  0.31
H 1.0940 4.4066 1.9956  0.45
H -0.0332 -0.1732 -2.0610  0.54
H -5.6764 1.9357 -0.7611  0.25
H -4.7644 -3.0115 -0.8387  0.36
H -6.2141 3.5972 1.0313  0.34
H 3.7385 -4.7380 -1.4425  0.39
H 6.6957 -3.3960 -0.0553  0.44
H 4.8286 1.3864 3.1504  0.54
H -2.1175 4.2987 4.4656  0.35
H 4.7108 -0.8805 3.1639  0.41
H 2.6716 1.8931 2.5985  0.28
H 7.2614 1.0484 2.9270  0.22
H 2.1731 -2.7165 -0.8194  0.17
H -5.9157 -0.8438 -5.2878  0.33
H 2.1881 1.1353 -1.0585  0.28
H -0.2579 3.1475 4.3256  0.47
H 6.4408 -1.0853 1.0536  0.42
H 3.4022 1.4828 -2.3449  0.38
H 0.5084 1.3637 0.1517  -0.79
H -2.3800 -0.3223 -4.6169  0.20
H 4.7581 -3.4733 -2.3226  0.33
H -2.0379 6.8026 0.8607  0.32
H -0.4410 6.2534 0.2817  0.33
H 4.7025 -2.7096 3.0257  0.56
H 3.2666 -1.7033 -1.7797  0.53
H 6.8656 -1.2442 2.7578  0.23
H -3.1907 -0.6885 -6.1297  0.41
H 1.4669 3.3996 3.9648  0.31
H -6.8348 -0.2301 -3.4423  0.37
H -5.1240 -1.3658 -0.3026  0.25
H 0.2284 3.0105 1.3075  -1.34
H 0.1837 -3.6674 3.4658  0.40
H 1.3925 -0.8344 -0.5566  0.11
H -3.0138 -3.0980 -5.6432  0.39
H 2.7375 -1.5574 5.6730  0.52
H 4.9642 2.8303 2.1446  0.53
H -3.0431 5.5956 3.6803  0.32
H 2.2510 2.8068 -1.7657  0.33
H -5.6975 -3.8629 -2.8991  0.34
H -6.4293 -2.5329 -0.4992  0.41
H -1.4487 2.7902 -0.1616  0.07
H -0.7515 1.4728 -1.8019  0.53
H -0.5845 7.1434 1.8593  0.33
H -3.3241 1.5262 -1.3889  -0.07
H -1.0436 0.5078 0.7442  0.40
H 3.4362 3.1203 0.2657  0.33
H -7.4222 -2.5075 -4.8973  0.33
H -1.3340 5.9539 4.2755  0.34
H 5.0096 -1.6496 -0.3819  0.69
H -3.9275 0.4475 -5.0000  0.38
H 4.6562 -3.2921 0.3721  0.73
H -2.2903 -2.7993 -4.0605  0.32
H -1.7256 0.0384 -1.4394  -0.04
H -7.5755 -0.8320 -1.9645  0.43
H -6.2174 0.2804 -1.8730  -0.30
H 7.1564 2.7636 2.5126  0.38
H -6.2667 -3.7976 -5.0962  0.39
H -4.4557 4.8019 2.2815  0.13
H 2.2223 -5.5836 0.9101  0.38
H -5.1904 -2.0983 -6.2453  0.53
H -7.2845 -3.1832 -2.6956  0.52

The maximum force comes out at 4.00 eV Å⁻¹. Its spin multiplicity is 1.

---

4.
The following is a quantum chemistry calculation of a structure of composition C8H40O12 in a non-equilibrium geometry, from the OMol25 dataset.

Last column: natural (NBO) charge in e.
Element x y z (Å)
O -0.9357 -1.1888 -2.7933  -0.87
O 1.4555 2.3021 3.0821  -0.76
O -0.9765 2.6329 -0.4452  -0.98
O 2.5936 1.1488 -1.0093  -1.00
O -1.6178 1.6137 -2.1790  -0.88
O -2.7238 -1.5240 -1.9334  -0.95
O 1.1501 -2.3544 -1.1309  -0.84
O -3.8953 -2.2459 1.0788  -0.75
O 0.2421 0.9162 -2.7701  -0.93
O 4.3082 -2.4419 -0.7712  -0.76
O -2.7890 0.4062 -0.8261  -1.07
O 1.0973 -0.3064 -1.3855  -0.75
C -3.0834 -1.1115 0.8662  -0.05
C 4.3055 -0.7255 1.0850  -0.65
C -0.9636 1.9766 3.0363  -0.63
C 0.2013 2.8379 2.6283  -0.06
C 3.5664 -1.7924 0.2644  -0.07
C 0.2105 0.0163 0.8209  -0.65
C -2.3478 -0.7513 2.1980  -0.65
C -0.1040 -0.1288 -0.6626  -0.16
H -4.5871 -1.9887 1.6928  0.46
H -0.6762 -1.0233 -0.9088  0.18
H -0.2061 -0.6608 -2.4690  0.51
H 3.2203 -2.5500 0.9676  0.17
H 2.2101 2.6958 2.6381  0.47
H 1.9665 -2.6827 -1.5078  0.52
H -1.1392 2.0889 4.1062  0.21
H 1.2055 -1.2600 -1.4090  0.46
H -2.3398 0.9683 -1.4574  0.43
H -3.0568 -0.5808 3.0081  0.20
H 1.0303 1.4108 -2.9944  0.52
H 0.1086 3.8427 3.0403  0.16
H -0.6691 0.6398 -1.1898  0.25
H 3.3910 0.6371 -1.1453  0.45
H 0.6499 0.9791 1.0820  0.24
H -3.7481 -0.3392 0.4791  0.22
H -0.8153 1.2711 -2.5725  0.45
H -0.0211 2.5997 -0.4942  0.43
H 0.4616 -2.7964 -1.6277  0.51
H 3.8168 -0.6361 2.0552  0.23
H -0.7380 -0.0102 1.3573  0.26
H 1.8996 0.4946 -0.9279  0.45
H 0.8377 -0.8393 1.0712  0.20
H 0.2974 2.9330 1.5468  0.17
H -1.6552 -1.5483 2.4686  0.20
H -2.3369 -1.2922 0.0928  0.15
H -2.5447 -2.2823 -1.3774  0.46
H 4.9320 -3.0966 -0.4491  0.48
H 5.3191 -1.0355 1.3392  0.21
H -2.9169 -0.4212 -1.2900  0.45
H -1.2724 2.2628 -1.2769  0.43
H -2.1389 1.9173 -2.9223  0.50
H -0.7286 0.9590 2.7241  0.21
H 0.4530 0.4933 -1.9376  0.47
H -1.8691 -1.2791 -2.2880  0.42
H -1.2810 -0.6914 -3.5347  0.51
H 2.7371 -1.3182 -0.2605  0.16
H 4.2556 0.2632 0.6290  0.22
H -1.8491 2.3653 2.5334  0.23
H -1.8961 0.2303 2.0550  0.21

The energy above the lowest of the compared OMol25 structures with the same formula, charge and spin is 1827.13 kJ/mol. The maximum force comes out at 9.61 eV Å⁻¹. Its spin multiplicity is 1.

---

5.
The following is a quantum chemistry calculation of a cluster of 2 separate species, C4H12NO in total in a non-equilibrium geometry, from the OMol25 dataset.

Last column: natural (NBO) charge in e.
Element x y z (Å)
O -3.4237 0.0272 1.4604  -0.97
N 1.6692 -0.9226 -0.0489  -0.54
C 0.7340 -0.8701 -1.3537  -0.22
C -0.0827 0.4089 -1.2028  -0.43
C 0.2081 0.9069 0.1967  -0.46
C 1.6039 0.5798 0.5370  -0.19
H -3.9038 0.6847 1.9953  0.49
H 0.1156 2.0120 0.0791  0.26
H -3.6280 -0.8747 1.7167  0.48
H 1.4392 -0.8476 -2.1743  0.23
H 1.8300 0.7273 1.5942  0.26
H 0.0936 -1.7374 -1.5657  0.25
H -1.1599 0.3079 -1.2609  0.27
H 2.6635 -1.0651 -0.1920  0.44
H 0.3644 1.0920 -1.9348  0.23
H 2.2308 0.9742 -0.2544  0.21
H -0.5436 0.6429 0.9424  0.25
H 1.2124 -1.5279 0.6260  0.43

The energy above the lowest of the compared OMol25 structures with the same formula, charge and spin is 127.46 kJ/mol. The charge is +1. The maximum force comes out at 3.00 eV Å⁻¹. Its spin multiplicity is 1.

---

Number 1: energy -1306.35992 Eh. Number 2: energy -325.80959 Eh. Number 3: energy -6362.72550 Eh. Number 4: energy -1231.01515 Eh. Number 5: energy -289.32631 Eh.